ORCA calculation (ωB97M-V with the def2-TZVPD basis set) on an isolated ion of composition C5H11NO4P and charge -1 in a non-equilibrium geometry.

Structure (XYZ):
```
22
Properties=species:S:1:pos:R:3:mulliken_charge:R:1
C 1.40 1.21 0.13 0.378
C -0.95 2.11 -0.41 -1.130
C 0.59 2.29 -0.56 -0.430
C -1.10 -2.65 0.23 -0.435
C -0.79 -1.29 0.88 -0.166
N 1.96 1.59 1.23 -0.856
O 2.75 -1.06 -0.28 -0.798
O 0.56 -0.76 -1.58 -0.814
O -1.35 -2.47 -1.20 -0.599
O 0.56 -1.01 0.95 -0.315
P 1.41 -0.52 -0.41 0.953
H -1.20 1.24 -0.96 0.259
H -1.57 2.98 -0.62 0.378
H -0.98 1.86 0.64 0.311
H 0.90 3.20 0.00 0.374
H 0.77 2.49 -1.61 0.318
H -2.11 -3.10 0.65 0.271
H -0.27 -3.37 0.54 0.212
H -1.15 -1.32 2.05 0.221
H -1.53 -0.46 0.42 0.061
H 2.68 0.97 1.39 0.312
H -0.57 -1.92 -1.49 0.498
```

The calculated total energy comes out at -894.297360 Ha. The value obtained for the HOMO energy is -5.6 eV. Its HOMO-LUMO gap is 0.34471 hartree. The charge is -1. Its largest force on an atom is 3.9 eV/Å.

ORCA calculation (ωB97M-V with the def2-TZVPD basis set) on a 2-piece molecular cluster, C5H11NO6 overall in a non-equilibrium geometry.

Structure (XYZ):
```
23
Properties=species:S:1:pos:R:3:mulliken_charge:R:1
N 3.05 -2.09 -3.19 0.963
O 2.77 -3.22 -3.64 -0.461
O 2.03 -1.26 -2.87 -0.255
O 4.21 -1.60 -3.15 -0.471
C -2.48 0.12 0.98 -1.388
C -1.11 0.59 1.40 0.603
C -1.11 1.93 2.11 -1.452
C -0.15 0.66 0.20 0.176
C 0.14 -0.66 -0.45 -0.532
O 1.62 -0.76 -0.38 -0.112
O 1.83 -1.88 -1.17 -0.188
O 1.02 1.33 0.64 -0.551
H -2.88 0.77 0.18 0.331
H -2.46 -0.91 0.60 0.372
H -3.17 0.15 1.82 0.388
H -0.66 -0.18 2.08 0.199
H -1.27 2.74 1.38 0.319
H -1.91 1.96 2.84 0.408
H -0.16 2.10 2.61 0.342
H -0.62 1.28 -0.57 0.305
H -0.25 -1.54 0.09 0.340
H -0.16 -0.71 -1.50 0.343
H 1.71 1.18 -0.02 0.319
```

The calculated total energy comes out at -702.924649 Ha. The value obtained for the HOMO energy (alpha / beta) is -10.9 / -10.9 eV. Its HOMO-LUMO gap (alpha / beta) is 0.28471 / 0.28352 hartree. Its largest force on an atom is 4.5 eV/Å.

ORCA calculation (ωB97M-V with the def2-TZVPD basis set) on an isolated ion of composition C5H11NOS and charge -1 in a non-equilibrium geometry.

Structure (XYZ):
```
19
Properties=species:S:1:pos:R:3:mulliken_charge:R:1
O -1.64 -2.11 -1.94 -0.503
C -1.57 -1.41 -0.93 -0.171
N -0.54 -1.39 -0.03 -0.004
C -0.38 -0.20 0.77 0.445
C 0.72 0.63 0.11 -1.430
C 0.68 0.90 -1.37 -1.735
S 0.14 2.51 -1.67 -0.124
C 0.06 -0.58 2.22 -1.854
H -2.44 -0.75 -0.67 0.298
H 0.32 -1.85 -0.27 0.293
H -1.37 0.39 0.93 0.440
H 0.72 1.62 0.73 0.418
H 1.70 0.33 0.33 0.534
H 0.27 0.07 -2.10 0.325
H 1.63 0.68 -1.94 0.700
H 1.25 3.30 -1.86 0.139
H 0.06 0.27 2.92 0.427
H -0.57 -1.33 2.70 0.361
H 0.97 -1.09 2.06 0.442
```

The multiplicity is 2. The calculated total energy comes out at -725.210276 Ha. Its expectation value of S² is 0.751. The value obtained for the HOMO energy (alpha / beta) is 0.9 / -5.0 eV. Its HOMO-LUMO gap (alpha / beta) is 0.08560 / 0.29706 hartree. The charge is -1. Its largest force on an atom is 3.7 eV/Å.